Below is a cluster of 14 separate species, C35H84Cl14O21S7 in total at a distorted geometry, with properties calculated with wB97M-V/def2-TZVPD.

Geometry as XYZ:
```
161
Properties=species:S:1:pos:R:3:mulliken_charge:R:1
O 0.3818 5.2871 0.1132 -0.395
S 1.7608 5.6919 -0.1376 0.999
O 2.6946 4.6976 -0.6022 -0.591
O 1.7629 6.9722 -1.0773 -0.286
C 0.6239 7.1473 -1.9521 0.534
C 1.1700 8.1499 -2.8780 -1.478
C 2.4780 6.5072 1.3010 -1.258
H -0.1905 7.4392 -1.3248 0.252
H 0.3993 6.1801 -2.3830 -0.045
H 2.0524 7.7301 -3.3844 0.294
H 1.5520 8.9924 -2.3013 0.337
H 0.4415 8.4296 -3.6258 0.426
H 2.7356 5.7577 2.0575 0.323
H 1.7844 7.2348 1.6924 0.357
H 3.3107 7.0294 0.9038 0.443
O 2.0111 -4.4754 4.4096 -0.791
S 1.4890 -5.1125 3.2552 1.107
O 1.1576 -4.2370 2.1733 -0.316
O 2.5274 -6.1618 2.7461 -0.202
C 3.5727 -6.6925 3.6766 -0.448
C 4.9874 -6.1806 3.3438 -1.001
C 0.1337 -6.0156 3.7530 -1.123
H 3.4922 -7.7532 3.6467 0.413
H 3.3814 -6.2843 4.6972 0.321
H 5.2818 -6.6651 2.4521 0.318
H 5.6017 -6.5739 4.1715 0.420
H 5.1362 -5.0870 3.4295 0.202
H 0.5067 -6.7510 4.4762 0.442
H -0.2920 -6.5280 2.9026 0.323
H -0.5966 -5.4047 4.3103 0.247
O 1.2325 -0.1121 -2.2143 -0.301
S 2.2023 0.6104 -3.0005 0.577
O 2.1547 0.7063 -4.4271 -0.670
O 2.3447 2.0849 -2.4531 0.278
C 2.3212 3.2954 -3.4482 0.092
C 3.7382 3.7704 -3.6127 -1.293
C 3.7661 -0.0331 -2.4404 -0.327
H 1.6423 3.9582 -2.8905 -0.330
H 1.8720 2.9246 -4.3476 0.739
H 4.3373 2.9340 -3.8718 0.274
H 3.9977 4.1834 -2.6598 0.269
H 3.8413 4.5089 -4.3901 0.385
H 3.9029 -1.1396 -2.6065 0.213
H 3.8028 0.2310 -1.3615 -0.300
H 4.5916 0.5863 -2.9243 0.259
O 1.8128 1.6264 2.4961 -0.993
S 1.4037 0.9476 1.2696 1.207
O 2.4712 0.2896 0.5993 -0.066
O 0.4203 -0.2811 1.8292 0.065
C 0.1033 -1.3997 0.9052 0.203
C -1.4067 -1.3780 0.6855 -0.306
C 0.4066 1.8372 0.3109 1.610
H 0.4455 -2.2046 1.4745 -0.094
H 0.6038 -1.1222 -0.0193 0.706
H -1.7617 -2.3731 0.3594 0.430
H -1.6020 -0.6742 -0.1254 -0.447
H -1.9971 -1.0073 1.5169 -0.395
H 0.9649 2.6867 -0.0245 -0.507
H -0.4114 2.0741 1.0049 -0.665
H 0.0722 1.1453 -0.4501 -0.590
O -6.6208 2.7512 2.5235 -0.640
S -6.5925 1.8685 1.3951 1.126
O -5.7294 2.0933 0.2601 -0.393
O -6.3566 0.3370 1.7774 -0.351
C -5.4623 -0.5141 1.0121 0.804
C -4.9449 -1.4945 2.1068 -0.971
C -8.2285 1.7051 0.7488 -1.063
H -4.6238 0.0596 0.6046 -0.528
H -5.9233 -0.9596 0.0790 0.287
H -5.7293 -2.0398 2.6136 0.550
H -4.3910 -0.9388 2.9144 0.069
H -4.3026 -2.2218 1.5883 0.162
H -8.1929 0.9283 -0.0680 0.269
H -8.6381 2.6194 0.3309 0.363
H -8.8204 1.3443 1.5880 0.386
O 5.0135 -1.4696 -0.1912 -0.703
S 4.4342 -2.7383 0.2421 1.218
O 3.6211 -3.4268 -0.6591 -0.785
O 5.5716 -3.7028 0.7659 -0.126
C 6.9437 -3.6010 0.3055 -0.571
C 7.2286 -4.0880 -1.1274 -0.889
C 3.5175 -2.3756 1.7329 0.564
H 7.4493 -4.0931 1.0996 0.469
H 7.2205 -2.5989 0.4210 0.358
H 6.7915 -3.2184 -1.6903 0.217
H 6.8423 -5.1014 -1.3136 0.237
H 8.2962 -4.0500 -1.1446 0.427
H 3.4939 -3.2478 2.4388 -0.085
H 2.5051 -2.2079 1.3038 -0.798
H 3.9307 -1.4427 2.1159 0.225
O -0.9260 3.5671 -2.8379 -0.604
S -1.9330 2.5133 -2.7528 0.825
O -2.2092 1.9121 -1.4466 -0.068
O -3.2715 3.2172 -3.3452 -0.295
C -4.5859 2.8854 -2.7897 0.153
C -5.2221 1.8197 -3.6095 -1.109
C -1.5826 1.2117 -3.8378 -0.492
H -4.9806 3.8901 -2.9091 0.363
H -4.4336 2.6080 -1.7791 0.139
H -6.3139 1.9657 -3.3662 0.443
H -4.8691 0.8197 -3.3876 -0.052
H -5.0577 1.9889 -4.7115 0.326
H -0.8062 0.5983 -3.3499 -0.229
H -1.0592 1.7027 -4.6744 0.462
H -2.4976 0.6916 -4.0816 0.314
Cl -1.1394 -5.7157 -0.5011 0.008
C -2.4146 -6.5187 -1.4609 -0.643
C -3.8022 -6.1455 -0.9435 -0.004
Cl -4.1469 -6.8319 0.6425 -0.195
H -2.1272 -7.5839 -1.2916 0.406
H -2.2823 -6.1632 -2.5308 0.254
H -4.5429 -6.4305 -1.6786 0.366
H -3.8870 -5.0920 -0.7818 -0.149
Cl -0.2874 0.3271 6.2616 -0.213
C 0.6791 -0.8453 5.2157 0.079
C -0.1171 -2.1039 5.1222 0.119
Cl -1.5620 -1.9283 4.0795 -0.054
H 1.6494 -0.9985 5.6546 0.494
H 0.6964 -0.3784 4.2406 -0.398
H -0.4483 -2.3353 6.1231 0.467
H 0.4470 -2.9066 4.6885 -0.538
Cl 2.3366 -2.7291 -4.5213 -0.194
C 1.7805 -3.8261 -3.1732 -0.142
C 0.7388 -3.0881 -2.3476 1.824
Cl -0.7679 -3.1130 -3.2812 -0.229
H 2.6608 -4.0398 -2.5466 0.036
H 1.3661 -4.7375 -3.5834 0.517
H 1.0955 -2.0978 -2.1358 -1.183
H 0.4470 -3.6495 -1.4369 -0.460
Cl -3.9806 5.7860 1.7438 -0.212
C -3.6280 4.8174 0.2165 0.435
C -2.7437 5.6012 -0.7034 0.636
Cl -3.5410 7.1302 -1.2305 -0.239
H -4.6149 4.4800 -0.1936 0.276
H -3.0412 3.9796 0.5973 -0.596
H -2.6105 5.0070 -1.6082 -0.258
H -1.8052 5.8461 -0.2651 -0.082
Cl -5.9017 -3.7021 -2.3398 -0.189
C -4.4005 -3.5944 -3.3175 0.206
C -3.9577 -2.1961 -3.6652 -1.085
Cl -3.4397 -1.1030 -2.4082 0.173
H -4.6850 -4.0430 -4.2615 0.470
H -3.6311 -4.2017 -2.7788 -0.435
H -4.8010 -1.7040 -4.2104 0.436
H -3.0739 -2.2299 -4.3422 0.405
Cl 7.0594 0.8723 1.9067 -0.258
C 5.3319 1.2026 1.5442 0.704
C 5.1457 2.5862 1.0052 0.216
Cl 5.5479 3.9475 2.0525 -0.234
H 4.7705 1.1287 2.4544 0.232
H 5.0493 0.4383 0.8280 -0.612
H 4.0866 2.7001 0.7365 -0.379
H 5.7062 2.7510 0.1108 0.403
Cl -2.8614 1.4748 1.9643 -0.034
C -2.5650 2.1616 3.5309 -1.022
C -1.4986 3.2880 3.5109 0.357
Cl -1.2046 3.9243 5.1660 -0.216
H -2.3574 1.3740 4.2545 0.253
H -3.4727 2.5916 3.7944 0.737
H -1.9209 4.1096 2.9427 0.040
H -0.5087 2.9407 3.2261 -0.144
```

The largest force on an atom is 6.466 eV/A. For the energy relative to the best compared isomer or geometry (same formula, charge and spin), the calculation gives 0.0 kJ/mol. The value obtained for the LUMO energy is 0.0057 Ha. The charge is 0. The calculation puts the calculated total energy at -331813.2959 eV. The value obtained for the HOMO energy is -10.02 eV.